Molecular formula: C2F2O2
Method: DFT, ωB97M-V with the def2-TZVPD basis set

```
! wB97M-V def2-TZVPD RIJCOSX def2/J DEFGRID3
* xyz 0 1
C -0.74 -0.02 -0.19
C 0.75 0.02 -0.12
O -1.44 0.05 -1.12
O 1.53 0.16 -1.17
F -1.24 -0.20 1.07
F 1.19 0.04 1.13
*
```

## Properties
Highest occupied orbital energy in Eh: -0.4589
Energy relative to the best compared isomer or geometry (same formula, charge and spin) in kcal per mole: 17.8
Frontier orbital gap in eV: 10.652
SMILES string: O=C(F)C(=O)F
LUMO energy in eV: -1.837